9
Properties=species:S:1:pos:R:3 method="wB97M-V/def2-TZVPD" homo_lumo_gap_ev="8.1806 / 8.1818" multiplicity=1 de_lowest_ev=4.000
N 0.86 1.28 0.69
H 0.14 -1.84 1.27
H 0.02 -0.61 -1.40
C -0.44 -0.36 -0.44
C 0.20 -0.89 0.76
H -1.51 -0.59 -0.52
O -0.16 1.89 -1.30
C 0.04 1.11 -0.40
O 0.86 0.02 1.34

---

11
Properties=species:S:1:pos:R:3 method="wB97M-V/def2-TZVPD" homo_lumo_gap_ev=9.4223 smiles=Nc1nccnn1 multiplicity=1 de_lowest_ev=1.568
C 0.98 -0.31 1.46
H -2.13 0.97 -1.50
C 1.23 -0.95 0.23
H 2.05 -1.60 0.04
N 0.52 -0.72 -0.87
N -0.71 0.83 0.43
H 1.58 -0.50 2.33
N -1.35 0.42 -1.70
C -0.45 0.17 -0.69
N 0.01 0.59 1.52
H -1.44 -0.27 -2.45

---

78
Properties=species:S:1:pos:R:3 method="wB97M-V/def2-TZVPD" s2=0.75 homo_lumo_gap_ev="3.8474 / 3.2436" charge=-1 multiplicity=2
H -0.57 -2.85 0.65
O -0.26 -5.41 0.04
H 3.10 2.15 -1.54
C 2.93 0.09 2.21
C -4.96 2.73 1.50
H 3.38 3.00 1.46
H 1.93 -3.68 -3.35
H -2.20 -2.81 -2.45
H -3.45 0.42 1.95
C 0.53 -5.88 -2.12
H 1.07 -2.02 -1.84
H -0.52 -7.80 -1.89
H 1.60 0.27 4.04
C 2.40 2.52 -0.66
H 0.96 1.50 0.94
H 1.56 5.09 -0.19
H 1.44 -3.01 -0.45
H -4.27 2.16 -0.71
C 0.80 4.42 2.63
H 0.24 4.95 3.52
H 1.53 3.15 -1.18
C -4.62 1.68 0.30
H 0.88 -6.50 -4.20
H -0.70 -2.45 -3.32
H 1.62 6.52 2.14
H 2.33 -5.51 -0.92
H -5.56 0.98 0.08
H -1.91 5.38 2.33
H -0.84 2.97 2.00
H 1.00 0.72 -0.80
H 3.08 -3.51 -2.05
C 1.97 -5.35 -1.95
H 0.29 -4.86 -4.10
C -1.22 -3.20 -2.72
C -1.12 -2.80 -0.31
C 1.67 1.23 0.05
H 1.27 3.43 3.09
C 2.51 5.02 0.53
H 0.10 3.62 0.49
C 0.49 -7.40 -1.78
C -1.53 5.02 1.26
H 3.29 5.85 0.20
H 0.61 -0.17 2.51
H -3.18 4.85 -0.30
C 1.06 -3.05 -1.48
H -1.18 -1.74 -0.57
H -1.21 5.95 0.62
H -1.46 -4.04 -3.37
H 3.88 -0.59 2.45
H 2.67 -5.90 -2.60
C -3.90 3.95 1.72
C 0.20 -5.85 -3.64
C 3.19 3.51 0.41
C 2.70 0.07 0.58
H -2.14 -3.17 -0.14
N -0.47 -5.10 -1.31
H 2.23 -1.00 0.33
C 1.60 -0.43 3.08
H -4.54 4.95 1.74
H 0.84 -7.62 -0.76
H -0.82 -6.22 -3.83
H -4.96 2.09 2.51
C -3.42 0.63 0.79
C 2.07 -3.86 -2.28
H -2.35 1.02 0.53
H -3.53 -0.43 0.26
C 1.98 5.40 2.03
H 3.18 1.16 2.63
C -0.32 3.94 1.54
H -2.27 3.17 0.16
H 2.92 5.29 2.76
H 4.28 3.70 -0.05
H 1.14 -7.97 -2.46
H -6.09 3.08 1.38
C -0.40 -3.60 -1.45
H -3.45 3.86 2.83
C -2.77 4.15 0.56
H 3.69 0.13 -0.04

---

56
Properties=species:S:1:pos:R:3 method="wB97M-V/def2-TZVPD" s2=0.75 homo_lumo_gap_ev="6.5020 / 6.4801" charge=+2 multiplicity=2 de_lowest_ev=1.347
C -3.29 -3.12 -0.31
C -0.92 3.04 0.68
H -2.53 -0.82 2.62
H -4.22 -2.58 2.90
H -1.42 3.95 0.33
S 1.26 0.47 -4.59
C -3.70 -2.47 1.96
H 3.46 -0.15 -0.25
C 0.97 1.26 2.77
H 1.12 3.78 0.72
H -1.69 1.87 -0.85
H 2.52 2.39 1.79
H 1.78 2.06 -6.21
H 0.48 -3.29 1.37
H 0.38 2.14 3.02
H -4.71 -4.10 0.97
C 1.89 1.51 1.60
C -1.63 -1.83 -1.63
N -0.09 -0.73 -2.82
H 2.74 -3.47 1.96
N -0.87 -0.79 -1.71
C 0.04 0.49 -3.34
C 2.06 1.43 -0.82
H 2.81 -0.26 -1.87
C -2.75 -1.49 1.80
H 2.55 0.66 1.49
H 2.57 -2.11 2.83
N 0.03 0.16 2.42
N -2.08 -1.29 0.66
C -2.35 -2.10 -0.39
S -0.86 1.86 -2.93
C 0.52 3.03 0.19
H -0.98 3.04 1.77
H -1.75 -2.47 -2.49
C -3.97 -3.31 0.88
N 1.14 1.67 0.33
H 0.53 3.28 -0.87
H 0.05 2.17 -5.79
H 2.91 2.12 -0.78
N 1.50 -0.96 -0.34
H 1.28 2.89 -4.71
H -0.77 0.20 3.04
H 1.31 -1.61 -1.10
H 1.90 -1.51 0.43
Ti -0.39 0.05 0.23
H 0.64 -3.45 2.98
N 0.81 -2.81 2.20
C 1.06 2.07 -5.39
H -2.54 1.76 0.57
H 0.44 -0.77 2.57
H 1.50 1.65 -1.72
H 1.55 1.01 3.66
H -3.47 -3.75 -1.17
N -1.60 1.82 0.18
N 2.22 -2.59 2.01
C 2.56 -0.01 -0.84

---

7
Properties=species:S:1:pos:R:3 method="wB97M-V/def2-TZVPD" s2=0.76 homo_lumo_gap_ev="5.9339 / 9.3798" charge=+3 multiplicity=2 de_lowest_ev=0.865
C -1.64 0.19 -0.09
H -0.39 -1.22 0.89
H -0.24 -1.14 -0.97
O -2.22 1.17 -0.08
F 1.55 0.45 0.09
C -0.51 -0.64 -0.03
Lu 3.45 1.18 0.19

---

74
Properties=species:S:1:pos:R:3 method="wB97M-V/def2-TZVPD" s2=0.77 homo_lumo_gap_ev="6.9521 / 3.5535" charge=+3 multiplicity=2 de_lowest_ev=0.000
H -3.43 -1.48 3.92
H 1.99 1.05 -0.33
H -4.80 6.50 -3.56
N -1.34 -1.52 1.58
C -3.13 5.30 -3.01
C 3.61 -1.68 -2.45
H 0.38 3.16 -2.92
C 2.48 -1.28 -1.75
C -3.65 7.41 -1.99
N -0.47 0.17 -0.60
N -0.15 -2.98 -0.60
C -3.94 6.41 -2.90
C -1.80 0.13 -1.00
C 1.42 0.80 4.86
C 2.86 -2.67 1.58
C 1.45 1.75 -0.95
H -3.97 -2.74 2.79
C 4.34 -2.80 -0.47
H -0.96 -2.02 -2.24
H -4.32 -1.03 2.46
H 1.96 1.82 -1.91
H 1.48 2.74 -0.50
C 1.07 1.07 2.52
H -2.46 -0.66 -0.69
C -0.67 3.10 -2.65
H 1.30 2.71 3.87
H -1.56 -6.26 -2.07
C 1.02 -2.55 3.13
H -2.29 8.14 -0.41
H -3.35 4.53 -3.74
C -3.59 -1.72 2.87
H 5.45 -2.78 -2.31
H -4.29 8.29 -1.92
C 0.95 -4.19 1.25
H -0.01 -2.86 3.28
H 5.04 -3.41 0.07
H 1.48 -1.26 5.48
C 0.05 1.26 -1.12
C -2.33 -1.61 2.15
N 1.02 -0.25 2.31
C 3.19 -2.35 0.16
C -2.51 7.34 -1.11
C -0.84 -2.98 -1.76
H 0.45 -4.72 2.05
H 0.96 1.70 1.64
C -2.00 5.22 -2.12
C 1.15 -1.06 3.38
C 0.07 -4.16 0.01
C 1.36 -0.58 4.65
H 1.58 1.20 5.85
C 1.27 1.63 3.77
H 1.65 -3.11 3.82
C 4.56 -2.45 -1.79
C -0.43 -5.34 -0.49
N -1.01 4.35 -1.97
N 2.28 -1.58 -0.46
Ru 0.47 -1.39 0.58
C -1.16 -5.34 -1.66
N 1.39 -2.84 1.72
H 1.70 -0.70 -2.23
H 3.72 -1.41 -3.49
C -1.35 -4.13 -2.32
N -0.90 1.93 -1.85
H 3.40 -3.55 1.93
C -1.72 6.23 -1.20
N -0.55 5.90 -0.53
H 3.16 -1.83 2.21
H -2.98 1.50 -2.28
N -0.13 4.81 -0.98
H -1.26 3.05 -3.57
C -2.07 1.20 -1.78
H -1.90 -4.07 -3.25
H -0.24 -6.27 0.04
H 1.84 -4.77 1.00

---

Which value of multiplicity does entry 3 give?
2